A structure of composition C11H24F3N3O12P2ReS, computed with ωB97M-V/def2-TZVPD.

Geometry (Å):
Re 0.79953 0.30274 0.12789
C 2.35929 1.46328 -4.24161
N 1.89575 0.11903 -3.87139
C 2.15365 -0.92328 -4.86695
C 1.38110 -0.11282 -2.69445
O 1.22774 0.80929 -1.83648
C 0.94948 -1.52127 -2.31218
O 0.37829 -1.46233 -0.98316
C -0.95017 -1.95198 -0.76517
C -1.82212 -0.71875 -0.61343
O -1.20193 0.36898 -0.39761
N -3.11903 -0.77197 -0.70012
C -3.93411 0.43654 -0.52532
C -3.84602 -2.02109 -0.95319
H 1.89360 1.74266 -5.18463
H 3.44105 1.44088 -4.36716
H 2.09245 2.17491 -3.47001
H 1.75877 -0.59704 -5.82699
H 1.68441 -1.86522 -4.60144
H 3.22847 -1.07634 -4.95929
H 1.80111 -2.19834 -2.25995
H 0.20524 -1.91022 -3.00575
H -0.92640 -2.51707 0.16952
H -1.24587 -2.60452 -1.58378
H -3.30991 1.31943 -0.60739
H -4.40898 0.40815 0.45485
H -4.70113 0.44783 -1.29685
H -3.28678 -2.88354 -0.60011
H -4.06737 -2.12459 -2.01515
H -4.78302 -1.98373 -0.40294
N 0.42314 2.13010 4.26677
C -0.68668 1.82162 3.26376
C -2.00606 2.27165 3.88423
P -0.23405 2.90682 1.80783
O -1.61344 3.23832 1.11011
O 0.51890 4.02948 2.37588
O 0.52315 2.10250 0.67723
P -0.56036 -0.01499 3.08474
O -1.86594 -0.48792 2.28272
O -0.43648 -0.58939 4.42207
O 0.62294 -0.09527 2.10364
H 0.68352 3.12493 4.15429
H 1.26152 1.56269 4.10561
H 0.10489 1.91921 5.21580
H -1.99453 3.33688 4.12314
H -2.19901 1.70675 4.79869
H -2.82239 2.08835 3.18987
H -1.87045 4.16958 1.18145
H -2.41437 -1.03917 2.86222
F 3.70374 -2.75612 -0.96862
C 4.26445 -2.38546 0.19430
F 4.77030 -3.43919 0.79007
F 5.20140 -1.49151 -0.05158
S 2.95709 -1.66488 1.27724
O 3.58664 -1.10496 2.41325
O 1.90771 -2.62564 1.34986
O 2.52732 -0.50400 0.27566

The HOMO energy (alpha / beta) comes out at -14.96 / -14.60 eV. The LUMO energy (alpha / beta) comes out at -7.0 / -6.9 eV. For the HOMO-LUMO gap (alpha / beta), the calculation gives 7.93 / 7.67 eV. For the molar mass, the calculation gives 727.5 g/mol. Its expectation value of S² is 1.06. Its spin multiplicity is 2. For the energy above the lowest of the compared OMol25 structures with the same formula, charge and spin, the calculation gives 41.8 kJ/mol. The net charge is +2.

Mulliken population analysis, charges in e, atoms 1 to 5: atom 1 (Re): 4.249, atom 2 (C): -0.970, atom 3 (N): 0.119, atom 4 (C): -0.964, atom 5 (C): 0.956



A cluster of 2 separate species, C11H24N3O5P in total at a distorted geometry, computed with ωB97M-V/def2-TZVPD.

Geometry (Å):
C 3.24310 2.10773 0.22625
C 2.74185 1.03554 -0.77154
O 2.98289 -0.26959 -0.27153
C 2.39895 -1.20417 -1.14707
C 0.91003 -1.54510 -0.79913
C 0.44401 -0.98911 0.57378
C -0.74466 -1.84527 1.10265
C -2.16669 -1.19527 0.93863
C -2.26864 -0.08664 -0.14971
C -3.73314 -0.15307 -0.70895
C -4.11198 1.03981 -1.60452
N -3.70895 2.35895 -1.07868
C -2.52010 2.31214 -0.27589
N -1.73402 3.45830 -0.27897
N -2.14873 1.22054 0.55192
H 4.08064 2.69444 -0.19840
H 3.60396 1.68270 1.17373
H 2.42810 2.83160 0.41327
H 1.65038 1.16954 -0.93067
H 3.28929 1.14552 -1.73184
H 2.50565 -0.83972 -2.19787
H 2.98682 -2.13862 -1.11404
H 0.86773 -2.64825 -0.71616
H 0.22366 -1.30429 -1.63854
H 1.28738 -1.16629 1.26815
H 0.25808 0.09452 0.58934
H -0.77623 -2.86529 0.68595
H -0.57377 -1.98472 2.18819
H -2.85363 -2.01210 0.62869
H -2.54487 -0.84298 1.91143
H -1.55451 -0.19371 -0.97586
H -3.89219 -1.12449 -1.21603
H -4.38857 -0.15307 0.18556
H -5.22386 1.04635 -1.65761
H -3.78355 0.86727 -2.65746
H -3.51848 2.93240 -1.89044
H -2.17826 4.35362 -0.06239
H -0.74021 3.41477 -0.41207
H -2.89259 1.16125 1.28278
O 4.05624 -1.30969 1.21717
P 4.43123 -2.47575 2.15819
O 3.79098 -2.30012 3.54542
O 5.95985 -2.49854 2.31726
O 3.91680 -3.78114 1.52700

The HOMO energy comes out at 1.50 eV. The LUMO energy comes out at 3.1 eV. For the HOMO-LUMO gap, the calculation gives 1.62 eV. For the molar mass, the calculation gives 309.3 g/mol. Its spin multiplicity is 1. The net charge is -2.

Mulliken population analysis, charges in e, atoms 1 to 5: atom 1 (C): -1.129, atom 2 (C): -0.261, atom 3 (O): -0.101, atom 4 (C): -0.915, atom 5 (C): -0.650



A cluster of 3 separate species, C11H24NO8 in total at a distorted geometry, computed with ωB97M-V/def2-TZVPD.

Geometry (Å):
C 2.49969 -0.94618 -2.01169
C 2.40084 -0.14590 -3.34684
C 2.04967 1.31600 -3.13073
O 2.43309 2.10131 -3.87353
O 1.32919 1.73640 -2.02922
C -0.06857 1.53735 -2.02509
C -0.71708 0.73835 -3.15017
N -0.78181 -0.72436 -2.77844
H 1.92909 -1.87427 -2.05606
H 3.54428 -1.21348 -1.89981
H 2.21564 -0.32423 -1.16852
H 1.60315 -0.55788 -3.97782
H 3.29483 -0.22612 -3.94368
H -0.34120 1.04938 -1.08076
H -0.57040 2.50193 -1.98253
H -0.33979 0.89644 -4.15634
H -1.75682 1.05431 -3.17852
H -1.45889 -1.20793 -3.37382
H 0.12619 -1.19895 -2.83401
H -1.12564 -0.84661 -1.82082
C -5.35407 -0.86276 1.05756
O -4.15307 -0.11461 0.82693
C -4.02294 0.96030 1.61739
O -4.80041 1.31757 2.45542
O -2.86965 1.56443 1.30391
C -2.59357 2.74025 2.07565
H -5.34639 -1.70051 0.36521
H -5.37745 -1.24566 2.07570
H -6.23142 -0.24954 0.86179
H -2.51070 2.49475 3.13250
H -3.36420 3.49229 1.91857
H -1.64101 3.13318 1.72888
C 4.00284 -3.09716 3.38327
O 3.63320 -2.08127 2.44385
C 2.66638 -1.26904 2.86705
O 2.10372 -1.32241 3.92660
O 2.42440 -0.37321 1.89773
C 1.40239 0.57000 2.21843
H 4.79147 -3.68459 2.92178
H 4.38359 -2.65130 4.29993
H 3.15649 -3.74674 3.59911
H 1.68016 1.15896 3.09045
H 0.45087 0.06611 2.38847
H 1.30395 1.23536 1.36227

The HOMO energy comes out at -13.12 eV. The LUMO energy comes out at -3.8 eV. For the HOMO-LUMO gap, the calculation gives 9.37 eV. For the molar mass, the calculation gives 298.3 g/mol. Its spin multiplicity is 1. The net charge is +1.

Mulliken population analysis, charges in e, atoms 1 to 5: atom 1 (C): -1.128, atom 2 (C): -0.509, atom 3 (C): 0.535, atom 4 (O): -0.438, atom 5 (O): -0.307



A structure of composition C11H25AsF12HgNO4P3S2 at a distorted geometry, computed with ωB97M-V/def2-TZVPD.

Geometry (Å):
Hg 0.47512 -0.04069 -0.75669
F -2.05344 -1.52527 4.55188
C -1.43983 -0.45454 5.01033
F -2.32799 0.31525 5.66426
F -0.47402 -0.76121 5.84594
S -0.96880 0.39758 3.45982
O -2.21313 0.98333 3.00454
O -0.41581 -0.58417 2.54881
N 0.13008 1.33006 4.06161
S 0.75058 2.53807 3.31808
O 1.96510 2.98164 3.94088
O 0.67535 2.41058 1.88520
C -0.43326 3.91005 3.90898
F 0.06539 5.07131 3.48435
F -0.45537 3.85420 5.26821
F -1.65508 3.78434 3.41537
C -2.00986 2.61965 -0.18410
P -1.73455 0.96845 -0.86086
C -3.05345 -0.05630 -0.06549
C -2.13945 1.00150 -2.66398
C -1.67578 -0.18259 -3.52529
P 0.16585 -0.32661 -3.46224
C 0.52881 1.04875 -4.62007
C 0.41213 -1.79105 -4.51255
H -1.65705 2.69258 0.85507
H -3.06753 2.80887 -0.18774
H -1.45562 3.35819 -0.80183
H -3.98195 0.47165 -0.19243
H -2.85577 -0.16472 1.00615
H -3.11396 -1.04446 -0.54371
H -1.62109 1.88760 -3.01735
H -3.23494 1.12964 -2.78879
H -1.98462 -0.00294 -4.55736
H -2.08573 -1.10755 -3.12184
H 0.06303 0.87654 -5.57983
H 1.59921 1.11996 -4.76204
H 0.12564 1.93913 -4.15891
H -0.03002 -1.61319 -5.47431
H -0.09258 -2.65867 -4.03222
H 1.46263 -2.10380 -4.59748
F -0.87780 -2.18456 -1.73874
P -0.41861 -3.67918 -1.09700
F 0.09061 -5.04020 -0.53839
F -1.43637 -3.45063 0.09601
F -1.56880 -4.32115 -1.99395
F 0.73642 -2.85831 -0.25059
F 0.59442 -3.80583 -2.31063
C 3.52613 0.91287 0.97215
As 2.57981 -0.64559 0.54177
C 2.37998 -1.62285 2.12218
C 3.84448 -1.52902 -0.61073
H 4.48062 0.59638 1.41762
H 2.94925 1.46532 1.69127
H 3.73972 1.47177 0.05574
H 3.33956 -1.85145 2.54025
H 1.76771 -2.50155 1.92167
H 1.78086 -1.01186 2.77261
H 4.69800 -1.76614 0.02776
H 4.18258 -0.81369 -1.34663
H 3.42323 -2.44548 -1.03472

The HOMO energy comes out at -9.75 eV. The LUMO energy comes out at -0.5 eV. For the HOMO-LUMO gap, the calculation gives 9.22 eV. For the molar mass, the calculation gives 895.9 g/mol. Its spin multiplicity is 1. For the energy above the lowest of the compared OMol25 structures with the same formula, charge and spin, the calculation gives 0.0 kJ/mol. The net charge is 0.

Mulliken population analysis, charges in e, atoms 1 to 5: atom 1 (Hg): 1.306, atom 2 (F): -0.204, atom 3 (C): 0.424, atom 4 (F): -0.218, atom 5 (F): -0.209



> Look up the net charge of the first one.

+2